(1)
{
  "formula": "C3H8O4",
  "method": "ωB97M-V with the def2-TZVPD basis set",
  "symbols": ["O", "C", "O", "C", "C", "O", "H", "H", "H", "H", "H", "H", "H", "H", "O"],
  "positions_angstrom": [[-2.313, -0.009, -0.024], [-1.114, 0.142, -0.067], [-0.199, -0.762, -0.579], [-0.360, 1.330, 0.377], [0.636, 1.830, -0.733], [1.763, 1.053, -0.928], [-0.590, -1.347, -1.162], [0.088, 1.370, 1.517], [-1.162, 2.101, 0.392], [1.073, 2.846, -0.503], [0.040, 1.807, -1.685], [1.517, 0.133, -0.730], [1.676, -2.718, 2.240], [0.424, -2.208, 1.416], [0.995, -3.006, 1.663]],
  "nbo_charge": [-0.544, 0.783, -0.729, -0.576, -0.050, -0.723, 0.500, 0.255, 0.250, 0.197, 0.155, 0.483, 0.470, 0.476, -0.946],
  "homo_energy_ev": -10.4461,
  "homo_lumo_gap_ev": 10.9,
  "multiplicity": 1
}

---

(2)
{
  "formula": "C3H8O4",
  "method": "ωB97M-V with the def2-TZVPD basis set",
  "symbols": ["O", "O", "O", "C", "C", "C", "H", "H", "H", "H", "H", "H", "O", "H", "H"],
  "positions_angstrom": [[2.193, 1.323, -0.801], [0.502, -0.183, -0.190], [-1.451, 0.454, 0.812], [1.696, 0.214, -0.693], [-1.276, -0.216, 2.145], [-0.233, 0.843, 0.266], [2.300, -0.688, -0.916], [-0.659, -1.111, 1.958], [-2.209, -0.529, 2.644], [-0.724, 0.456, 2.823], [-0.593, 1.524, -0.529], [0.312, 1.453, 1.011], [0.091, -1.569, -2.758], [0.655, -1.016, -3.345], [-0.602, -0.953, -2.427]],
  "nbo_charge": [-0.568, -0.498, -0.533, 0.640, -0.275, 0.212, 0.131, 0.186, 0.207, 0.176, 0.171, 0.150, -0.939, 0.468, 0.474],
  "homo_energy_ev": -10.6527,
  "homo_lumo_gap_ev": 11.3,
  "multiplicity": 1
}

---

(3)
{
  "formula": "C3H8OS",
  "method": "ωB97M-V with the def2-TZVPD basis set",
  "symbols": ["C", "S", "H", "H", "H", "H", "O", "C", "C", "H", "H", "H", "H"],
  "positions_angstrom": [[-0.804, -0.111, -2.046], [-1.483, -1.809, -1.886], [-1.143, 0.278, -3.005], [-1.219, 0.507, -1.254], [0.271, -0.115, -1.961], [-2.608, -1.412, -1.282], [0.944, 1.335, 0.094], [1.118, 1.140, 1.270], [0.913, -0.195, 1.920], [1.421, 1.991, 1.905], [0.984, -0.134, 3.004], [1.676, -0.906, 1.596], [-0.071, -0.569, 1.644]],
  "nbo_charge": [-0.711, -0.072, 0.209, 0.224, 0.234, 0.116, -0.529, 0.443, -0.731, 0.106, 0.218, 0.247, 0.246],
  "homo_energy_ev": -8.8368,
  "homo_lumo_gap_ev": 9.8,
  "multiplicity": 1
}

---

(4)
{
  "formula": "C3H8OS",
  "method": "ωB97M-V with the def2-TZVPD basis set",
  "symbols": ["C", "O", "C", "C", "S", "H", "H", "H", "H", "H", "H", "H", "H"],
  "positions_angstrom": [[1.578, 0.099, 0.180], [1.926, -0.895, -0.832], [0.108, 0.197, 0.514], [-1.122, 0.230, -0.545], [-2.397, -0.974, 0.167], [1.904, 1.068, -0.034], [2.181, -0.342, 0.912], [1.313, -0.773, -1.561], [0.086, 1.034, 1.184], [-0.288, -0.582, 1.234], [-1.336, 1.344, -0.597], [-0.715, -0.319, -1.437], [-3.237, -0.087, 0.815]],
  "nbo_charge": [-0.073, -0.715, -0.459, -0.516, -0.059, 0.156, 0.200, 0.451, 0.203, 0.219, 0.245, 0.212, 0.138],
  "homo_energy_ev": -9.2167,
  "homo_lumo_gap_ev": 9.9,
  "multiplicity": 1
}

---

(5)
{
  "formula": "C3H8OS2",
  "method": "ωB97M-V with the def2-TZVPD basis set",
  "symbols": ["C", "C", "C", "O", "H", "H", "H", "H", "H", "H", "S", "S", "H", "H"],
  "positions_angstrom": [[1.515, -0.617, 1.291], [0.725, -1.577, 0.485], [-0.282, -1.178, -0.375], [-0.992, -2.068, -0.990], [2.567, -0.665, 1.001], [1.150, 0.395, 1.110], [1.409, -0.844, 2.354], [1.000, -2.629, 0.507], [-0.490, -0.130, -0.577], [-1.718, -1.642, -1.486], [-2.380, 2.746, -0.795], [-0.506, 3.090, -1.664], [-2.053, 1.538, -0.306], [0.057, 3.582, -0.557]],
  "mulliken_spin": [0.009, 0.395, 0.244, 0.210, 0.050, -0.005, 0.044, 0.014, 0.046, -0.007, 0.000, 0.001, 0.000, 0.000],
  "total_charge": 1,
  "homo_energy_ev": [-12.8554, -12.8546],
  "homo_lumo_gap_ev": [8.5, 4.7],
  "multiplicity": 2
}

---

(6)
{
  "formula": "C3H8OSSi",
  "method": "ωB97M-V with the def2-TZVPD basis set",
  "symbols": ["C", "C", "C", "O", "Si", "S", "H", "H", "H", "H", "H", "H", "H", "H"],
  "positions_angstrom": [[-2.301, -0.509, 0.058], [0.098, 1.478, -0.612], [0.481, -1.479, 0.177], [-4.562, 0.133, 0.803], [-0.610, -0.253, -0.719], [-3.579, 0.317, -0.359], [-3.959, -1.020, 1.750], [1.147, 1.279, -0.233], [-0.005, 2.331, -1.303], [-0.532, 1.813, 0.284], [0.176, -2.581, 0.222], [1.596, -1.414, -0.048], [0.338, -0.992, 1.247], [-0.831, -0.389, -2.167]],
  "nbo_charge": [-0.900, -1.121, -1.118, -0.898, 1.349, 1.018, 0.387, 0.241, 0.264, 0.233, 0.263, 0.246, 0.237, -0.201],
  "homo_energy_ev": [-8.9809, -8.9825],
  "homo_lumo_gap_ev": [8.0, 8.0],
  "multiplicity": 1
}

---

Strongest force on any atom values (in eV Å⁻¹) by entry order: 3.64; 4.89; 0.91; 3.15; 1.44; 4.15.
Energy above the lowest of the compared OMol25 structures with the same formula, charge and spin values (in kcal/mol) by entry order: 29.2; 42.5; 12.1; 34.4; 14.9; 130.7.
Electronic energy values (in eV) by entry order: -11430.00099; -11429.42575; -16122.71315; -16121.74664; -26949.33956; -23995.56198.